Molecular formula: C56H120B3F18N7O4S2
Method: DFT, ωB97M-V/def2-TZVPD

E_HOMO (Ha): -0.44542
Max |F| (eV/Å): 11.4
LUMO (eV): -3.56
Orbital gap (eV): 8.56
Total charge: +2
Multiplicity: 1

The geometry in XYZ format:
```
210
Properties=species:S:1:pos:R:3:forces:R:3:lowdin_charge:R:1
C 1.212727 -0.449887 5.946723 -0.213 -0.197 1.641 -0.571
F 1.227970 -0.502669 7.310538 -0.557 0.422 -1.307 0.112
F 1.786140 0.702223 5.571276 -0.160 -0.769 -0.123 0.110
F 1.983960 -1.498083 5.588316 -0.520 0.545 -0.717 0.102
S -0.611019 -0.562501 5.240139 0.123 -0.409 0.343 0.692
O -0.468984 -1.165829 3.931736 0.436 0.883 0.132 -0.319
O -1.444959 -1.336929 6.148324 1.698 1.056 -0.884 -0.282
N -0.922304 1.115213 5.176351 7.615 -3.816 -3.327 -0.299
S -2.216105 1.268176 5.783152 -10.192 2.347 4.656 0.466
O -3.342279 0.772483 4.980205 1.114 0.719 0.189 -0.323
O -2.294590 0.917111 7.183970 0.121 0.784 -0.410 -0.297
C -2.455331 3.228264 5.795471 -1.051 -1.751 0.649 -0.612
F -2.394142 3.698519 4.577927 -0.197 0.478 -1.629 0.125
F -3.700619 3.535628 6.303398 1.999 -0.431 -0.383 0.107
F -1.485805 3.852850 6.461860 -0.246 -0.058 0.847 0.118
C -1.668869 1.781734 1.516136 -0.328 -0.158 0.371 -0.079
C -0.359304 1.571087 0.779506 0.207 -1.069 1.323 -0.191
C -0.273799 0.028240 0.559637 0.233 1.457 0.267 -0.098
N 1.001670 -0.480190 -0.110608 -0.902 1.065 -0.460 -0.201
C 2.291169 -0.162821 0.714881 -0.308 0.475 0.313 -0.036
C 2.266325 -0.784750 2.126962 0.289 0.829 -1.535 -0.176
C 2.226109 -2.273899 1.957303 -1.350 -0.343 0.775 -0.164
C 0.969407 -2.671659 1.069499 0.708 -0.199 0.664 -0.125
C 0.867387 -1.927310 -0.259853 1.616 -1.724 0.436 -0.144
C 1.059825 0.071454 -1.559445 0.834 0.004 1.762 0.077
H -1.761735 2.776971 1.950842 -0.260 0.339 -0.645 0.069
H -1.794776 1.180522 2.416568 0.258 -0.521 -0.073 0.061
H -2.448445 1.494799 0.810412 -0.479 0.526 0.286 0.075
H 0.451217 1.847047 1.454037 0.310 0.243 -0.302 0.082
H -0.384663 2.237216 -0.082894 0.463 -0.499 -0.259 0.094
H -1.202432 -0.246626 0.059431 0.498 -0.444 -0.890 0.112
H -0.363880 -0.464503 1.527720 0.357 0.250 0.119 0.096
H 2.454947 0.904904 0.860654 -0.661 0.243 -0.673 0.114
H 3.157550 -0.497616 0.144433 -0.241 -0.421 -0.272 0.142
H 1.473111 -0.328031 2.718829 -0.104 -0.332 0.059 0.087
H 3.222458 -0.485352 2.556227 0.021 0.068 0.177 0.117
H 2.084709 -2.690112 2.954737 -0.279 -0.333 0.108 0.085
H 3.241375 -2.572199 1.695900 -0.337 -0.401 -1.007 0.119
H 0.064137 -2.540180 1.662209 0.057 0.306 0.299 0.086
H 0.963794 -3.742298 0.865053 0.266 -0.098 -0.249 0.104
H -0.003594 -2.212639 -0.849848 -0.210 0.437 0.178 0.120
H 1.750742 -2.242662 -0.815126 0.064 0.032 -0.336 0.131
H 1.899556 -0.422821 -2.047963 -0.009 -0.047 -0.093 0.087
H 1.312267 1.119887 -1.400807 -0.353 0.135 -0.522 0.098
H 0.099280 -0.163881 -2.017773 0.053 0.336 0.056 0.092
C 2.903206 3.517778 -7.275560 -0.261 -1.014 0.104 -0.081
C 1.738236 3.583521 -6.238859 0.524 0.860 -0.045 -0.217
C 1.819564 4.847538 -5.339919 -1.064 -0.329 -0.335 -0.103
N 0.561216 5.134919 -4.467945 -0.644 0.524 -0.529 -0.191
C 0.302836 3.927504 -3.527962 -0.815 -0.769 -0.904 -0.112
C -0.787950 4.130741 -2.507800 -0.425 2.176 0.301 -0.150
C -0.505982 5.409824 -1.678087 0.624 -1.452 -0.119 -0.202
C -0.304047 6.665447 -2.507768 1.114 -1.278 -0.714 -0.133
C 0.846754 6.441599 -3.609222 -1.749 -1.303 0.265 -0.021
C -0.694241 5.520925 -5.432927 1.078 -2.135 1.832 0.070
H 3.286358 4.396974 -7.793547 -0.302 0.520 0.688 0.080
H 2.493420 2.935983 -8.101206 0.231 -0.331 -0.024 0.066
H 3.742332 2.957132 -6.863673 0.068 0.179 -0.070 0.083
H 1.722859 2.664017 -5.653726 0.087 0.028 -0.036 0.105
H 0.848702 3.603615 -6.868493 -0.376 0.199 0.387 0.085
H 1.897541 5.657782 -6.064861 0.088 0.433 0.462 0.127
H 2.652220 4.849797 -4.636516 0.080 -0.158 -0.180 0.137
H 1.191672 3.499081 -3.064796 0.723 1.112 0.024 0.130
H -0.022048 3.068530 -4.115074 -0.081 0.274 -0.729 0.118
H -0.875526 3.228805 -1.902045 -0.132 0.100 -0.108 0.104
H -1.734773 4.370398 -2.991747 -0.280 -0.745 -0.210 0.111
H 0.436965 5.193114 -1.176100 0.159 0.239 0.447 0.111
H -1.256829 5.648044 -0.924713 -0.144 -0.421 -0.018 0.116
H -0.043340 7.309473 -1.667907 0.393 1.064 -0.993 0.119
H -1.239222 6.953490 -2.987955 0.113 0.342 0.066 0.106
H 1.813047 6.197430 -3.167902 0.037 0.637 0.073 0.131
H 0.806931 7.190129 -4.400558 0.619 0.336 0.516 0.119
H -0.954129 4.626093 -5.998462 0.343 0.027 -0.099 0.076
H -0.460656 6.340832 -6.112098 0.153 0.049 0.544 0.107
H -1.528038 5.637994 -4.740710 0.144 0.680 -0.291 0.080
C -1.558504 -4.953110 -1.482249 -0.077 -0.113 1.049 -0.068
C -2.223007 -4.023604 -0.461029 -1.028 0.179 1.074 -0.221
C -3.488460 -4.545635 0.295380 -0.657 1.016 0.163 -0.088
N -4.484017 -3.462826 0.838376 0.441 1.384 -0.696 -0.212
C -5.554520 -4.214844 1.713769 0.001 1.972 -0.467 -0.066
C -6.541504 -3.196267 2.419435 1.515 -0.933 0.188 -0.136
C -5.744444 -2.142986 3.206963 0.590 0.820 -0.788 -0.163
C -4.632553 -1.440631 2.369217 -1.995 0.453 1.382 -0.180
C -3.717455 -2.381979 1.697394 -0.038 -1.314 -0.170 -0.097
C -5.167947 -2.727609 -0.370824 0.691 -1.746 1.014 0.063
H -1.413646 -5.977112 -1.137941 -0.072 -0.014 0.358 0.075
H -0.558763 -4.524106 -1.549965 0.003 -0.193 -0.936 0.070
H -2.126328 -5.054684 -2.407107 0.302 0.485 -0.120 0.082
H -2.371606 -3.050413 -0.928914 -0.427 -0.030 -0.195 0.085
H -1.565843 -3.771714 0.371311 0.563 -0.214 -0.187 0.082
H -3.200656 -5.042924 1.221653 0.187 -0.248 -0.195 0.120
H -4.123291 -5.222830 -0.276023 0.118 0.005 -0.175 0.127
H -4.996057 -4.806323 2.439285 -0.046 0.045 -0.058 0.126
H -6.073826 -4.841196 0.988447 0.030 -0.167 0.227 0.121
H -7.122322 -3.761046 3.148653 -0.135 -0.219 -0.209 0.115
H -7.243051 -2.792179 1.689598 0.165 0.221 0.036 0.111
H -5.215464 -2.504534 4.088767 -0.428 -0.629 0.104 0.120
H -6.398842 -1.339315 3.544549 -0.151 -0.200 0.144 0.120
H -4.089444 -0.838770 3.097836 0.441 0.004 -0.100 0.107
H -5.141776 -0.692232 1.762010 0.413 -0.172 -0.699 0.121
H -3.195622 -3.002565 2.425853 0.078 0.056 0.243 0.136
H -2.963788 -1.791842 1.176029 -0.158 -0.579 -0.881 0.122
H -4.380411 -2.461989 -1.076044 -0.258 0.272 0.249 0.075
H -5.767686 -1.882516 -0.032847 0.295 -0.192 -0.061 0.106
H -5.769600 -3.529550 -0.798621 -0.278 0.345 -0.237 0.103
C -3.661404 -1.542483 -11.991818 -0.413 -0.604 0.824 -0.086
C -2.815460 -1.025714 -10.822897 0.344 0.550 0.104 -0.247
C -3.520080 -0.877614 -9.454177 1.202 -0.161 -1.085 -0.095
N -2.600890 -0.177139 -8.347051 -2.244 -0.105 0.549 -0.201
C -3.575875 -0.046191 -7.098417 1.223 -0.200 0.578 -0.091
C -2.800522 0.360133 -5.862744 0.284 0.213 0.990 -0.187
C -1.687152 -0.622921 -5.415926 0.823 0.283 -2.473 -0.120
C -0.628640 -0.609980 -6.635144 -1.627 0.067 -0.653 -0.106
C -1.367365 -1.053779 -8.002659 -0.472 1.129 2.018 -0.067
C -2.193491 1.264739 -8.739712 0.010 -1.202 0.567 0.030
H -4.054608 -2.540191 -11.796711 -0.319 0.002 0.404 0.077
H -3.065772 -1.752080 -12.880288 0.067 0.793 -0.041 0.085
H -4.500839 -0.864745 -12.147116 0.078 -0.112 -0.494 0.082
H -2.487433 -0.025756 -11.106774 0.434 -0.041 -0.114 0.100
H -1.961953 -1.695743 -10.719513 0.199 0.211 0.094 0.107
H -3.772194 -1.902219 -9.180813 0.086 0.233 0.943 0.132
H -4.448377 -0.323864 -9.594602 0.178 0.352 0.485 0.131
H -4.053034 -0.981443 -6.805664 0.114 -0.387 -0.955 0.138
H -4.359310 0.680575 -7.313196 0.209 -0.031 -0.444 0.134
H -3.469652 0.502385 -5.014135 -0.422 -0.231 -0.106 0.111
H -2.422122 1.371942 -6.008134 0.476 0.015 0.102 0.097
H -2.052788 -1.645964 -5.327635 -0.313 -0.024 0.009 0.115
H -1.288019 -0.377002 -4.431890 0.186 0.275 -0.278 0.096
H 0.221130 -1.289737 -6.572545 -0.084 -0.011 0.350 0.114
H -0.244458 0.398337 -6.789425 0.174 0.059 0.222 0.086
H -1.760985 -2.032032 -7.726632 -0.053 -0.162 -0.795 0.130
H -0.719623 -1.017246 -8.878556 -0.046 -0.296 0.208 0.123
H -1.842031 1.820877 -7.870636 0.255 -0.582 0.114 0.075
H -3.065071 1.848175 -9.036469 0.037 -0.496 -0.707 0.113
H -1.369367 1.148153 -9.443497 -0.412 0.432 -0.255 0.105
C 5.012431 2.103827 4.241467 -1.094 0.175 1.291 -0.058
C 3.893086 3.170242 4.648123 0.666 0.177 -1.857 -0.185
C 2.940739 3.497355 3.440256 0.192 -0.599 1.551 -0.087
N 1.864840 4.604096 3.784836 0.257 -0.148 -0.431 -0.198
C 2.679288 5.861501 4.046947 -0.976 1.947 -1.569 -0.110
C 1.820154 7.152385 4.093965 -1.862 -1.200 0.654 -0.156
C 0.793347 7.317427 2.925077 0.983 -0.500 0.236 -0.149
C 0.051603 5.987847 2.515502 0.654 -0.434 0.468 -0.117
C 0.973942 4.695448 2.504721 0.292 2.591 0.733 -0.061
C 0.983914 4.306026 5.028892 1.210 -0.927 -1.280 0.041
H 5.809730 2.361308 3.544243 -0.624 0.558 -0.344 0.082
H 4.536786 1.169540 3.943167 0.029 0.003 -0.234 0.048
H 5.554701 1.873637 5.158558 -0.072 -0.075 0.161 0.068
H 4.424947 4.064490 4.972997 -0.093 0.003 0.048 0.093
H 3.249127 2.831644 5.459772 0.411 -0.339 0.092 0.083
H 2.465996 2.546779 3.197122 -0.792 0.151 0.132 0.115
H 3.453052 3.730960 2.506933 -0.002 0.767 0.213 0.122
H 3.254499 6.091465 3.150090 0.860 -1.010 0.183 0.144
H 3.225631 5.773099 4.985986 0.128 -0.278 -0.457 0.127
H 2.374155 8.082009 4.224332 0.470 -0.383 -0.154 0.123
H 1.254494 7.027476 5.017293 -0.346 0.456 0.183 0.098
H 1.327167 7.750823 2.079316 0.276 -0.577 -0.406 0.104
H 0.190282 8.187464 3.184781 -0.778 -0.537 0.210 0.109
H -0.311016 6.081616 1.491873 0.031 0.017 -0.057 0.090
H -0.832875 5.731262 3.098570 -0.003 0.491 0.345 0.096
H 1.651002 4.847068 1.664067 0.193 -0.604 0.149 0.108
H 0.388775 3.779747 2.420017 0.221 0.079 0.116 0.106
H 0.164108 5.008955 5.176863 0.355 0.008 -0.419 0.092
H 1.640597 4.273960 5.898288 -0.136 0.116 -0.061 0.107
H 0.623674 3.299473 4.816355 -0.355 0.049 0.362 0.081
C 1.468186 -4.477034 8.073017 -0.769 1.231 -1.528 -0.075
C 2.671288 -4.657713 7.081141 0.588 -2.166 1.259 -0.187
C 2.440858 -5.980058 6.239854 0.555 0.964 0.510 -0.079
N 3.601031 -6.490522 5.296598 0.191 -2.007 -0.753 -0.229
C 3.291226 -7.979557 4.886952 -2.065 0.974 -0.784 -0.081
C 2.021742 -8.030450 3.977832 1.206 -0.726 0.179 -0.164
C 2.317978 -7.216766 2.729509 -1.426 1.596 0.447 -0.174
C 2.579077 -5.745502 3.123769 0.809 0.108 -0.009 -0.173
C 3.779369 -5.602660 4.064302 -1.192 -0.545 -0.029 -0.096
C 4.965611 -6.693432 5.959484 -1.717 2.148 1.108 0.023
H 1.145584 -5.228389 8.793774 0.729 -0.542 -0.390 0.083
H 0.618088 -4.274044 7.421690 -0.481 -0.320 -0.017 0.069
H 1.458019 -3.543556 8.635698 0.838 0.067 0.008 0.078
H 3.533014 -4.901356 7.702565 0.347 0.419 0.009 0.093
H 2.915295 -3.779621 6.483205 -0.427 -0.031 0.037 0.094
H 1.508090 -5.803450 5.704266 0.404 -0.451 -0.664 0.116
H 2.252865 -6.791142 6.943350 0.175 -0.055 -0.068 0.131
H 3.207901 -8.533377 5.822074 -0.001 0.069 -0.117 0.128
H 4.100236 -8.373587 4.271858 0.314 0.328 0.311 0.134
H 1.089070 -7.753475 4.469262 0.202 0.411 0.124 0.114
H 1.832676 -9.051832 3.647466 0.293 -0.261 0.289 0.121
H 1.370477 -7.170015 2.192702 0.190 -0.274 -0.552 0.115
H 3.097713 -7.617947 2.082074 0.019 -0.102 0.185 0.129
H 1.703784 -5.254600 3.549166 -0.191 -0.227 0.018 0.110
H 2.862230 -5.137951 2.264235 -0.158 -0.077 -0.233 0.112
H 3.887209 -4.572759 4.404540 0.228 -0.115 0.072 0.131
H 4.636086 -5.926368 3.473237 0.354 -0.068 0.590 0.142
H 5.095101 -5.671530 6.315915 1.179 -0.170 0.182 0.097
H 5.744086 -7.039702 5.279654 -0.436 0.077 -0.027 0.117
H 4.803588 -7.323001 6.834408 0.258 -0.152 -0.207 0.112
B 3.578989 4.009772 -0.475648 1.653 -1.806 -0.315 -1.440
F 4.803592 3.493102 -0.067625 0.591 -0.412 0.013 0.120
F 3.562612 5.309836 -0.207645 -0.531 3.225 0.387 0.183
F 3.359909 3.754754 -1.828498 -0.494 -0.025 -0.940 0.107
F 2.610941 3.374349 0.275627 -1.832 -1.008 0.807 0.102
B 4.641765 -2.019669 -2.160652 1.072 0.638 -0.936 -1.362
F 5.535396 -0.997988 -1.971179 0.712 1.138 0.670 0.129
F 4.261447 -2.555896 -0.948037 -0.991 -0.490 1.275 0.113
F 3.537217 -1.439912 -2.832682 -1.016 -0.304 -0.123 0.064
F 5.278521 -2.970371 -2.922770 -0.270 -0.974 -0.628 0.129
B -3.289008 -0.176485 -2.027931 0.115 1.278 -0.987 -1.502
F -3.029175 1.053734 -2.596747 0.635 1.534 -1.085 0.125
F -2.149860 -0.934664 -2.092658 1.644 -1.525 -0.133 0.130
F -3.589296 0.062858 -0.740934 -0.915 -0.275 2.667 0.175
F -4.298164 -0.752475 -2.742716 -1.226 -1.142 -0.557 0.154
```
Forces are in eV/Å.